Computed, not measured: a molecular structure, C38H61As3CsI2N8O9 in a non-equilibrium geometry, with ωB97M-V/def2-TZVPD.

Computed properties:
Gap between HOMO and LUMO ... 0.1949 Ha
F_max ... 3.26 eV/Å
Relative energy (zero: lowest compared OMol25 entry of this formula, charge and spin) ... 50.0 kcal/mol

```
! wB97M-V def2-TZVPD RIJCOSX def2/J DEFGRID3
* xyz -1 1
Cs -0.7754 -0.9901 0.7034
I -8.3663 -3.3562 4.5499
C -6.9073 -2.9270 3.1473
C -5.7671 -3.6729 3.1984
C -4.6230 -3.2497 2.5433
I -2.8747 -4.3873 2.4580
C -4.6574 -2.0814 1.7287
O -3.5983 -1.6642 1.1254
C -5.8867 -1.3728 1.6737
C -6.0347 -0.1129 0.8284
N -5.0468 0.9381 0.8674
C -4.8752 1.5445 2.1972
C -3.6350 2.3372 2.1139
C -3.6478 3.7335 2.2595
C -2.5833 4.4891 1.8938
C -1.3847 3.8063 1.6504
C -1.4409 2.4232 1.5652
N -2.5097 1.7239 1.6682
C -6.9735 -1.7771 2.3972
H -5.8486 -4.6716 3.6529
H -7.0252 0.3142 1.0723
H -6.0867 -0.3809 -0.2072
H -4.1425 0.5076 0.6410
H -4.7752 0.7889 3.0252
H -5.7315 2.1362 2.5106
H -4.5980 4.1790 2.5243
H -2.6492 5.5595 1.8428
H -0.4688 4.3571 1.4146
H -0.5357 1.9294 1.2733
H -7.9202 -1.2131 2.4240
C 0.4921 -3.2137 -2.9196
As -0.2751 -1.4425 -2.8771
C -1.5602 -1.7593 -4.3926
C 1.1790 -0.1337 -3.5204
C 0.7523 1.0451 -4.3936
C 1.9210 2.0744 -4.4230
C -0.5016 1.7696 -3.8100
As -0.5111 2.4621 -1.9629
C -2.5252 2.7445 -2.0189
C -0.2020 4.3860 -2.2972
C 0.5840 0.4961 -5.7941
As 0.0030 1.5413 -7.4584
C -0.6067 3.4069 -6.9179
C -1.8974 1.0152 -7.5530
H 0.5649 -3.5870 -4.0033
H -0.2163 -3.8475 -2.3644
H 1.5082 -3.1647 -2.5241
H -1.0963 -2.2651 -5.2374
H -2.0863 -0.8946 -4.7844
H -2.2777 -2.4326 -3.9679
H 1.9385 -0.7157 -4.0157
H 1.5962 0.2041 -2.5835
H 2.0731 2.4605 -3.4501
H 1.6450 2.8330 -5.1183
H 2.8488 1.6976 -4.8131
H -1.3057 1.0548 -3.9206
H -0.8014 2.6539 -4.4463
H -2.7824 3.1689 -3.0009
H -2.7931 3.4835 -1.2051
H -2.9765 1.7456 -1.8340
H -0.8811 4.8184 -3.0830
H 0.8490 4.5530 -2.5595
H -0.4069 4.9296 -1.3593
H -0.1724 -0.3147 -5.7632
H 1.5045 0.0447 -6.1282
H 0.1054 3.8975 -6.2606
H -1.5614 3.3343 -6.3863
H -0.7314 3.9978 -7.8122
H -1.9807 -0.0166 -7.9004
H -2.2665 1.6719 -8.3219
H -2.4209 1.1428 -6.5966
O 0.0763 -4.2112 0.9551
H 1.0238 -4.0763 1.1339
H -0.2927 -4.8489 1.5671
C 0.1231 1.0978 4.4802
N 0.7545 -0.1253 4.9385
C 1.4907 0.0374 6.1867
C 0.0493 -1.2737 4.7366
N -1.1488 -1.2519 4.2256
N 0.7082 -2.4489 5.1033
C 2.0745 -2.5978 4.6078
C 0.0239 -3.7166 5.1706
H 0.8321 1.9469 4.5818
H -0.7504 1.3885 5.1014
H -0.1386 0.9661 3.4236
H 0.7721 -0.0007 7.0499
H 2.0362 0.9822 6.1475
H 2.1937 -0.7682 6.2710
H -1.5138 -2.1973 4.0499
H 2.5576 -1.6044 4.7831
H 2.1340 -2.9311 3.5341
H 2.5811 -3.3418 5.1967
H -0.1605 -4.1265 4.1460
H -0.8846 -3.6946 5.7119
H 0.7236 -4.3827 5.7155
C 3.4936 0.2432 2.4357
C 2.9114 1.3336 1.5669
N 3.7926 2.2523 1.1433
O 1.7218 1.4144 1.3740
H 4.5792 0.1249 2.4248
H 3.0110 -0.7029 2.1126
H 3.0931 0.4062 3.4410
H 4.7283 2.3692 1.5711
H 3.4554 3.1248 0.6906
O 2.0929 -1.7756 -0.7161
C 2.8625 -2.2411 0.1328
O 2.5823 -3.0094 1.0888
C 4.3443 -1.7874 0.0139
C 4.4910 -0.6057 -0.6805
C 5.7744 -0.0983 -0.8614
C 6.9414 -0.6670 -0.3234
C 6.7382 -1.8563 0.3398
C 5.4665 -2.4606 0.3914
N 7.8648 -2.6474 0.8326
O 8.9733 -2.1571 0.8484
O 7.6638 -3.8113 1.1793
N 5.9679 1.0116 -1.7836
O 6.9934 1.6257 -1.7195
O 5.0190 1.1871 -2.5342
H 3.5657 -0.1174 -1.0716
H 7.9294 -0.2863 -0.5314
H 5.3174 -3.4463 0.8532
*
```